This record from OMol25 describes a molecular structure, C42H61BClF4MoN3O4S2Si2Te. The level of theory is ωB97M-V/def2-TZVPD.

Last column: Mulliken spin population.
Cartesian coordinates (Å):
Mo (-0.274, -0.210, -0.243)  1.8661
O (1.478, -0.179, 0.677)  0.0370
C (2.733, -0.498, 0.676)  -0.0107
C (3.509, -0.275, 1.832)  0.0177
C (4.827, -0.653, 1.859)  -0.0091
C (5.423, -1.273, 0.753)  0.0191
C (4.682, -1.461, -0.392)  -0.0106
C (3.341, -1.062, -0.454)  0.0040
C (2.565, -1.148, -1.674)  0.0498
N (1.304, -0.774, -1.918)  -0.1514
C (1.093, -1.033, -3.263)  0.0293
C (2.210, -1.542, -3.827)  0.0074
N (3.135, -1.605, -2.814)  -0.0002
H (3.048, 0.246, 2.659)  0.0044
H (5.415, -0.446, 2.745)  -0.0001
H (6.461, -1.574, 0.784)  0.0014
H (5.167, -1.926, -1.243)  0.0013
H (0.149, -0.841, -3.734)  -0.0100
H (2.425, -1.853, -4.833)  0.0001
H (4.086, -1.916, -2.881)  -0.0002
C (-5.106, 1.032, -0.735)  -0.0002
C (-3.659, 0.739, -1.034)  0.0147
S (-2.607, 0.592, 0.350)  -0.0171
C (-3.145, 0.570, -2.256)  0.0311
C (-3.906, 0.669, -3.545)  0.0005
S (-1.450, 0.168, -2.427)  -0.0101
H (-5.207, 1.434, 0.272)  0.0001
H (-5.714, 0.125, -0.789)  0.0031
H (-5.529, 1.762, -1.430)  -0.0011
H (-4.921, 1.032, -3.384)  -0.0007
H (-3.968, -0.305, -4.038)  0.0012
H (-3.404, 1.347, -4.240)  0.0009
C (2.948, -3.843, 3.008)  -0.0005
C (2.414, -3.801, 1.601)  -0.0020
C (3.083, -4.445, 0.569)  0.0026
C (2.601, -4.372, -0.735)  0.0006
C (3.347, -5.029, -1.867)  0.0010
C (1.436, -3.664, -0.988)  -0.0003
C (0.709, -3.035, 0.034)  -0.0699
C (1.241, -3.110, 1.321)  -0.0004
N (-0.490, -2.333, -0.211)  0.1527
C (-1.526, -3.202, -0.815)  0.0610
C (-1.312, -3.496, -2.312)  0.0116
C (-2.909, -2.559, -0.701)  -0.0031
C (-1.586, -4.540, -0.056)  0.0068
H (2.333, -4.479, 3.650)  -0.0002
H (2.949, -2.846, 3.448)  0.0002
H (3.970, -4.221, 3.027)  0.0002
H (4.011, -4.968, 0.776)  0.0006
H (4.423, -5.033, -1.682)  0.0000
H (3.161, -4.509, -2.809)  0.0000
H (3.034, -6.068, -2.004)  -0.0001
H (1.110, -3.546, -2.016)  0.0012
H (0.735, -2.581, 2.116)  -0.0041
H (-1.179, -2.561, -2.859)  0.0052
H (-2.200, -4.001, -2.706)  -0.0034
H (-0.461, -4.153, -2.500)  0.0001
H (-2.985, -1.667, -1.324)  -0.0007
H (-3.135, -2.280, 0.322)  0.0049
H (-3.661, -3.276, -1.042)  -0.0019
H (-0.676, -5.130, -0.177)  -0.0005
H (-2.428, -5.130, -0.425)  0.0003
H (-1.732, -4.362, 1.012)  -0.0012
C (-3.469, 4.528, 0.757)  0.0019
Si (-2.286, 5.062, -0.595)  0.0015
C (-1.098, 6.348, 0.089)  -0.0008
C (-3.270, 5.881, -1.985)  -0.0002
C (-1.440, 3.540, -1.264)  -0.0143
Te (-0.006, 2.728, 0.102)  -0.0228
C (1.481, 4.030, -0.746)  -0.0064
Si (2.432, 3.538, -2.276)  0.0066
C (1.279, 2.916, -3.624)  -0.0162
C (3.282, 5.102, -2.911)  0.0001
C (3.745, 2.267, -1.915)  0.0022
H (-3.851, 5.381, 1.322)  0.0002
H (-2.970, 3.850, 1.451)  0.0001
H (-4.318, 3.990, 0.332)  -0.0003
H (-1.665, 7.116, 0.622)  0.0000
H (-0.526, 6.842, -0.699)  0.0000
H (-0.390, 5.907, 0.793)  -0.0001
H (-3.810, 6.762, -1.630)  0.0000
H (-3.999, 5.184, -2.404)  0.0000
H (-2.606, 6.195, -2.794)  0.0000
H (-0.947, 3.670, -2.227)  0.0021
H (-2.201, 2.769, -1.394)  0.0045
H (2.168, 4.258, 0.068)  0.0014
H (0.910, 4.939, -0.958)  0.0001
H (0.637, 3.714, -4.008)  -0.0006
H (0.632, 2.116, -3.255)  0.0104
H (1.855, 2.517, -4.463)  -0.0001
H (2.556, 5.889, -3.127)  0.0000
H (3.842, 4.897, -3.827)  0.0000
H (3.981, 5.482, -2.164)  0.0001
H (3.315, 1.270, -1.899)  0.0014
H (4.215, 2.448, -0.947)  0.0005
H (4.516, 2.290, -2.691)  -0.0001
C (-2.462, -3.531, 6.484)  -0.0001
C (-1.102, -2.994, 6.149)  -0.0008
C (-0.020, -3.195, 6.988)  0.0001
C (1.223, -2.679, 6.659)  0.0000
Cl (2.573, -2.948, 7.743)  0.0000
C (1.405, -1.956, 5.499)  0.0005
C (0.331, -1.753, 4.641)  0.0007
C (-0.920, -2.267, 4.962)  0.0000
O (-2.033, -2.135, 4.211)  0.0000
C (-1.914, -1.615, 2.889)  0.0083
C (-1.375, -0.183, 2.836)  -0.0037
O (-1.659, 0.583, 3.736)  -0.0049
O (-0.597, 0.095, 1.843)  0.0000
H (-2.428, -4.113, 7.405)  0.0000
H (-2.843, -4.160, 5.679)  0.0000
H (-3.180, -2.718, 6.608)  0.0000
H (-0.144, -3.759, 7.903)  0.0000
H (2.373, -1.541, 5.257)  -0.0002
H (0.495, -1.178, 3.740)  -0.0024
H (-2.936, -1.586, 2.515)  0.0041
H (-1.323, -2.286, 2.263)  0.0009
F (2.794, 2.531, 1.503)  -0.0043
B (3.857, 3.313, 2.009)  0.0023
F (4.878, 3.383, 1.038)  0.0001
F (3.387, 4.610, 2.271)  0.0000
F (4.357, 2.730, 3.180)  0.0000

Summary:
2S+1	3
orbital gap (alpha / beta)	5.80 / 6.19	eV
charge	-2
HOMO (alpha / beta)	-1.94 / -2.33	eV
energy relative to the best compared isomer or geometry (same formula, charge and spin)	50.5	kJ/mol